Here is a structure of composition C22H28CdN7O2Si from the Open Molecules 2025 dataset. Energies are from ωB97M-V with the def2-TZVPD basis set.

Values from the calculation:
Molecular weight in g/mol: 563.0
HOMO in eV: -3.505
Gap between HOMO and LUMO in eV: 6.2937
Charge: -1
Max |F| in eV Å⁻¹: 0.33
Lowest unoccupied orbital energy in eV: 2.789

The geometry in XYZ format:
```
61
C22H28CdN7O2Si (ωB97M-V with the def2-TZVPD basis set)
H -3.32720 2.46256 -1.36291
C -1.20598 0.68940 4.60269
C 2.15647 0.30047 -2.21227
N -2.11953 0.98508 2.09466
C -0.75012 -2.07645 -4.92801
H -1.77224 -3.13528 1.19133
H 1.23596 1.35507 -5.47105
H -4.45560 1.46454 2.60688
H 0.15276 -2.67412 -4.80338
C 1.13632 -1.82558 -1.98626
H -7.35774 3.17495 -0.05500
C -4.09521 2.43155 -0.60169
N 0.91773 -0.38097 -1.87414
N -0.51290 -2.12624 -0.20834
H 3.42708 -0.71495 4.34643
C -1.06455 -3.16557 0.37914
O -1.54265 1.52289 -0.10283
N 0.27289 -4.00043 -1.18516
H -2.78115 0.42409 -4.32576
Si -0.40570 -0.27661 -4.57379
C 2.07348 -0.09965 2.75209
H -1.51444 -2.47723 -4.25734
C 2.08563 -2.29904 -2.86872
H 1.85513 -0.30282 -5.55365
C -6.01938 2.31330 1.39038
C -3.75857 1.92036 0.64604
H 4.08101 0.47083 3.19666
H -1.77713 1.76820 -4.87149
H 2.28793 1.29001 -1.79511
H -1.56412 1.71797 4.55845
H -1.10383 -2.19243 -5.95698
C 3.06496 -0.28121 -3.00409
C -5.38515 2.88260 -0.85453
H -0.30896 1.17083 -2.58459
H -5.63513 3.27976 -1.83099
C -0.33069 0.39398 3.41302
H 3.95815 0.28222 -3.25740
H -2.09512 0.05754 4.58449
C -4.73200 1.86472 1.64106
N 3.01672 -1.58156 -3.48300
H -2.27623 0.51761 -6.01851
H 3.89821 -1.20524 2.69774
H 1.27732 -0.18458 4.69818
H 0.63253 0.25005 -6.71917
C -2.35350 1.43902 0.88873
H -0.86357 -5.22829 0.01769
C 0.96686 0.31723 -5.67873
C 1.02396 -0.01364 3.66070
H 2.10384 -3.37520 -3.03952
O 2.04892 0.09086 1.48974
N -0.80285 0.53304 2.21487
C 0.32341 -2.67114 -1.16466
H -0.65804 0.52996 5.52996
C -6.35108 2.82537 0.14038
Cd 0.15929 0.05828 0.29658
C -0.22637 0.08621 -2.72381
C 3.44911 -0.41414 3.29940
C -1.95549 0.69589 -4.98915
H -1.14219 -0.31820 -2.27235
N -0.62347 -4.27664 -0.19259
H -6.76750 2.26655 2.17285
```



Here is the ion C3H9N2 with charge +1 in a non-equilibrium geometry from the Open Molecules 2025 dataset. Energies are from ωB97M-V with the def2-TZVPD basis set.

Values from the calculation:
Molecular weight in g/mol: 73.1
ΔE to the lowest compared entry with this formula, charge and spin in eV: 0.977
HOMO in eV: -12.846
Gap between HOMO and LUMO in eV: 9.2928
Charge: +1
Max |F| in eV Å⁻¹: 1.43
Lowest unoccupied orbital energy in eV: -3.553
SMILES: C/C([NH3+])=C\N

The geometry in XYZ format:
```
14
C3H9N2 (ωB97M-V with the def2-TZVPD basis set)
H 0.31876 -1.49364 1.66093
C -0.20209 -0.09322 0.22076
H -0.08031 0.62678 -2.98896
H -1.26888 -1.40539 1.45133
N -0.38922 -1.39606 0.92595
H -0.69035 -1.05859 -1.52468
H -0.30103 -2.21096 0.32108
H 0.60058 1.60403 -1.75509
C -0.34021 -0.11631 -1.11144
H 1.51936 0.79479 1.19612
C 0.44603 0.95426 1.06491
H -0.09015 1.13752 1.99793
N 0.15229 0.74377 -2.01917
H 0.32521 1.91303 0.56034
```



Here is a structure of composition C18H29N8O2OsS2 from the Open Molecules 2025 dataset. Energies are from ωB97M-V with the def2-TZVPD basis set.

Values from the calculation:
Molecular weight in g/mol: 643.8
HOMO (spin up / spin down) in eV: -15.659 / -15.659
Gap between HOMO and LUMO (spin up / spin down) in eV: 4.3424 / 4.3418
Charge: +3
Max |F| in eV Å⁻¹: 0.14
Lowest unoccupied orbital energy (spin up / spin down) in eV: -11.317 / -11.317

The geometry in XYZ format:
```
60
C18H29N8O2OsS2 (ωB97M-V with the def2-TZVPD basis set)
N -3.30222 2.88872 -1.20737
N 3.26861 0.75223 -0.50337
H 5.07482 1.51423 -1.16242
C 2.21130 -2.02985 2.68960
C -2.42865 -1.34372 -0.89745
C 3.06326 0.27013 2.78452
O -0.36858 -1.05632 1.59229
C -1.02277 -3.29774 -1.72684
H -1.68236 -0.57552 -0.41999
N 0.15156 -2.36715 -1.85261
N 1.64357 0.35518 -2.18973
C 2.44939 0.78468 -3.15805
C 4.13611 -0.16092 3.50367
C 2.10852 0.36423 -0.91859
H -1.53393 -2.85733 0.32118
H 4.87909 0.54780 3.84496
H -1.21331 1.80707 0.96846
Os -0.26989 -0.25474 -1.55166
H 4.41423 1.55032 -3.57763
C -2.91397 -0.97848 -2.29953
N -2.11551 2.11473 0.60598
H -3.47850 -0.04847 -2.27106
S -0.88632 1.91417 -1.78183
H -3.30553 3.05969 -2.20214
H -3.14098 4.65677 0.92301
H 6.00598 -1.30258 4.90699
C -3.83132 3.81447 0.99126
H -2.58343 2.85601 2.48811
C -1.98064 -2.78540 -0.67201
H -1.49916 -3.37586 -2.70406
H -1.87371 0.00608 -3.81707
H -3.56971 -1.74934 -2.70545
C -3.11944 2.60667 1.57550
H -3.81634 1.79806 1.80070
S 0.71914 -0.12206 1.56758
C -4.38227 3.47811 -0.38255
C 4.27731 -1.53386 3.83984
H 2.07720 0.79358 -4.17412
H 2.94880 1.32009 2.55344
H 0.65191 -2.56060 -2.71899
H -3.21323 -1.10606 -0.17344
H 5.41419 -2.91204 4.83558
H -4.74060 4.36380 -0.90184
C -2.23920 2.31440 -0.68344
C 4.09444 1.18120 -1.47950
H -1.50868 -1.56602 -3.73487
H 0.81155 -2.60037 -1.11087
N 5.31718 -1.94916 4.56116
H -4.64855 4.11094 1.64606
N -1.71289 -0.75307 -3.16177
C 3.72870 1.20528 -2.81719
N 1.00186 -0.11454 -0.18452
C 2.08689 -0.66059 2.36536
O 0.46849 1.28181 1.75601
H 3.38051 -3.50069 3.67650
H -0.66124 -4.29482 -1.48006
C 3.28811 -2.45733 3.40529
H 1.43659 -2.73036 2.40713
H -5.20305 2.76256 -0.32207
H -2.86335 -3.42802 -0.66610
```



Here is a structure of composition C12H11N3O6Tc from the Open Molecules 2025 dataset. Energies are from ωB97M-V with the def2-TZVPD basis set.

Values from the calculation:
Expectation value of S²: 0.7555
Molecular weight in g/mol: 391.2
ΔE to the lowest compared entry with this formula, charge and spin in eV: 0.000
Multiplicity: 2
HOMO (spin up / spin down) in eV: -16.455 / -16.452
Gap between HOMO and LUMO (spin up / spin down) in eV: 6.6603 / 6.4482
Charge: +2
Max |F| in eV Å⁻¹: 0.61
Lowest unoccupied orbital energy (spin up / spin down) in eV: -9.795 / -10.004

The geometry in XYZ format:
```
33
C12H11N3O6Tc (ωB97M-V with the def2-TZVPD basis set)
O 2.93995 -0.20865 -1.55716
H -1.71292 -3.86699 0.76734
C -1.02578 -0.97277 -1.63949
H -2.73949 -1.57050 -2.73242
C 0.74796 4.49043 2.44006
C 0.77851 3.95009 -0.03811
H 0.96119 2.88797 -1.84500
H -4.24268 -3.64530 -0.37450
C 1.27701 1.05855 2.15459
O 0.86621 4.02614 3.67037
C -0.44993 -2.24595 0.26591
H -3.24798 -4.76757 -1.27799
C -1.53076 -3.05764 0.07319
O 0.57607 5.64094 2.17320
N 0.91660 2.89469 -0.83466
H 4.14133 -1.91836 -1.75046
C 3.27906 -1.44714 -1.27422
N -0.19942 -1.20749 -0.58485
H -4.11260 -3.47262 -2.13655
O 1.56095 -0.14304 1.54785
H -0.78685 -0.12895 -2.27601
H 0.24623 -2.37581 1.08523
O 1.25182 1.17331 3.33654
H 0.66317 4.95669 -0.41201
C 1.01136 2.14525 1.18104
C -3.56767 -3.72391 -1.23123
O 2.55481 -1.98970 -0.42126
Tc 1.43622 -0.20231 -0.31450
C 0.84203 3.51237 1.29068
C -2.39235 -2.84536 -1.01702
H 1.02129 3.06919 3.72859
N 1.04232 1.75941 -0.11626
C -2.10563 -1.77495 -1.88088
```